(1)
C32H39IN4O7Ru as an isolated structure. Source: the OMol25 dataset; level of theory: ωB97M-V/def2-TZVPD.

Structure (XYZ):
```
84
Properties=species:S:1:pos:R:3:forces:R:3
Ru 0.2359 0.0991 0.8665 0.079 0.060 -0.020
C -2.1028 4.2918 1.8843 0.004 -0.012 0.005
N -2.8318 3.2200 1.2113 0.023 0.013 -0.007
C -4.2082 3.5205 0.8442 -0.006 -0.001 -0.006
C -2.2172 2.0793 0.9209 -0.026 -0.030 -0.036
O -1.0419 1.8722 1.2533 0.031 0.020 0.000
C -2.9947 1.0185 0.1561 -0.017 0.012 -0.022
O -2.1404 -0.0385 -0.2297 0.006 -0.030 0.035
C -2.6286 -1.3272 0.0962 -0.034 -0.008 0.016
C -2.2695 -1.6487 1.5479 -0.012 -0.029 -0.071
O -1.4978 -0.8830 2.1427 0.052 0.054 0.060
N -2.7983 -2.7241 2.1234 0.019 -0.009 0.011
C -2.4389 -3.0698 3.4937 -0.009 -0.001 0.018
C -3.6547 -3.6807 1.4396 -0.003 -0.011 -0.003
H -2.5060 4.4425 2.8860 -0.001 0.001 0.000
H -2.2157 5.2133 1.3134 -0.002 -0.003 -0.008
H -1.0533 4.0269 1.9508 -0.001 0.010 0.009
H -4.6789 4.0578 1.6660 0.005 0.002 0.004
H -4.7849 2.6180 0.6673 -0.003 -0.002 0.004
H -4.2439 4.1487 -0.0477 0.001 0.003 0.004
H -3.4373 1.4573 -0.7419 -0.013 0.008 0.014
H -3.8041 0.6567 0.7971 -0.005 -0.003 -0.006
H -2.1231 -2.0291 -0.5634 0.009 -0.017 0.006
H -3.7059 -1.3805 -0.0724 0.005 0.010 -0.019
H -1.8728 -2.2573 3.9350 -0.004 -0.002 0.001
H -1.8345 -3.9787 3.5018 -0.001 -0.002 -0.014
H -3.3474 -3.2465 4.0696 0.003 0.001 0.003
H -3.7295 -3.4673 0.3786 -0.004 0.002 -0.002
H -4.6540 -3.6777 1.8771 0.000 0.003 0.002
H -3.2310 -4.6798 1.5477 0.002 0.002 0.003
C -0.3915 -4.4602 0.1838 0.008 -0.004 0.039
C 1.0050 -3.9864 -0.0766 0.052 0.016 -0.024
N 1.9559 -4.8865 -0.1825 -0.020 0.037 -0.005
C 3.2160 -4.4841 -0.4050 0.046 -0.064 0.014
C 3.5788 -3.1702 -0.5613 -0.075 0.042 -0.017
C 5.0175 -2.8244 -0.8203 0.040 0.029 0.009
O 5.4609 -1.9173 0.1909 -0.001 -0.011 0.014
C 2.5737 -2.1821 -0.4480 0.010 -0.143 -0.010
C 2.9397 -0.7992 -0.6571 -0.014 0.034 0.000
N 2.2165 0.2231 -0.3828 -0.020 -0.034 -0.021
C 2.7964 1.5014 -0.5904 0.008 0.031 0.013
C 4.0605 1.8005 -0.0909 0.007 -0.038 0.033
C 4.5929 3.0685 -0.2521 -0.017 0.016 -0.008
C 3.8659 4.0525 -0.9078 -0.029 -0.016 -0.006
C 2.6018 3.7667 -1.4042 0.033 0.015 0.005
C 2.0768 2.4968 -1.2357 -0.079 0.038 -0.043
I 0.1897 2.0326 -2.0029 0.012 -0.005 -0.045
C 1.2603 -2.5905 -0.1789 -0.010 0.090 0.049
O 0.2466 -1.7607 -0.0378 -0.028 0.042 -0.062
H -0.3968 -5.5469 0.2100 -0.013 0.000 -0.003
H -1.0758 -4.1137 -0.5940 0.004 -0.006 -0.013
H -0.7492 -4.0704 1.1394 -0.008 -0.002 -0.001
H 3.9626 -5.2682 -0.4598 -0.006 0.002 -0.002
H 5.1392 -2.3735 -1.8130 -0.026 -0.002 -0.003
H 5.6042 -3.7450 -0.8051 0.005 0.002 0.004
H 6.4175 -1.8276 0.1327 -0.002 -0.006 -0.009
H 3.9238 -0.6239 -1.0869 0.002 0.012 0.009
H 4.5998 1.0361 0.4575 0.013 0.013 -0.002
H 5.5723 3.2923 0.1490 0.001 -0.004 0.003
H 4.2748 5.0457 -1.0333 0.011 -0.001 0.007
H 2.0325 4.5264 -1.9217 -0.001 -0.003 -0.001
C 7.1132 1.1235 5.4563 0.003 -0.009 -0.007
C 5.8234 0.9481 4.7071 -0.005 -0.004 -0.005
C 5.3773 -0.3100 4.3323 0.008 0.005 0.013
C 4.1692 -0.5037 3.6734 -0.008 -0.025 -0.006
C 3.7942 -1.9232 3.3315 -0.011 0.019 0.025
C 3.3855 0.6271 3.3599 -0.056 -0.001 -0.031
C 3.8204 1.9194 3.7310 0.012 -0.020 0.000
C 3.0459 3.1854 3.4664 0.011 0.004 0.010
C 5.0286 2.0448 4.4002 0.003 0.025 -0.001
C 2.1306 0.4687 2.5955 0.008 0.020 0.086
O 1.5927 -0.6757 2.4140 0.015 -0.018 0.027
O 1.5648 1.4605 2.0364 -0.018 -0.094 0.003
H 7.7758 0.2716 5.3108 0.001 0.000 0.002
H 6.9201 1.2155 6.5270 -0.001 -0.001 0.001
H 7.6339 2.0271 5.1397 -0.001 0.000 0.000
H 5.9842 -1.1769 4.5666 0.003 0.002 -0.002
H 4.5789 -2.5941 3.6776 0.008 -0.010 -0.026
H 3.6706 -2.0592 2.2579 0.017 -0.012 0.005
H 2.8545 -2.2119 3.7986 0.004 0.000 0.009
H 2.9878 3.4034 2.4007 0.010 0.002 -0.014
H 3.5369 4.0175 3.9697 -0.010 0.003 0.000
H 2.0202 3.1156 3.8265 0.005 -0.006 -0.004
H 5.3601 3.0345 4.6937 -0.001 -0.001 0.003
```
Forces are in eV/Å.

## Properties
Expectation value of S²: 8.758
LUMO level (spin up / spin down) in eV: -2.42 / -3.67
E_HOMO (spin up / spin down) in eV: -10.4 / -10.5
DFT total energy in eV: -64787.27348
Multiplicity: 6
Energy relative to the best compared isomer or geometry (same formula, charge and spin) in kcal per mole: 2.3
Frontier orbital gap (spin up / spin down) in eV: 8.02 / 6.85
Net charge: +1

(2)
C32H40ClN6O6RhSb2 as an isolated structure. Source: the OMol25 dataset; level of theory: ωB97M-V/def2-TZVPD.

Structure (XYZ):
```
88
Properties=species:S:1:pos:R:3:forces:R:3
Rh -0.2422 1.1039 0.3937 1.820 0.672 -4.222
C -1.7475 1.6568 -2.7183 0.477 0.509 0.424
C -2.4539 0.8090 -3.7504 0.193 -0.035 0.034
C -2.7090 -0.5993 -3.2392 0.318 -0.405 0.099
Sb -0.8435 -1.5927 -2.6509 -0.036 0.361 -1.833
C -0.3378 -2.0780 -4.7153 0.010 0.238 0.728
C -0.5262 -3.4032 -5.0781 -0.103 -0.117 0.127
C -0.1861 -3.8528 -6.3401 0.024 -0.139 -0.202
C 0.3639 -2.9740 -7.2597 -0.006 -0.077 -0.037
C 0.5511 -1.6471 -6.9101 0.069 0.098 -0.207
C 0.2024 -1.2041 -5.6463 -0.006 0.279 -0.026
C 2.2882 -3.1349 -0.8547 -0.057 0.280 0.192
C 2.5949 -3.2757 0.4885 0.428 -0.938 -0.621
C 3.3401 -4.3468 0.9494 -0.195 0.223 0.169
C 3.7893 -5.2914 0.0385 0.068 0.024 -0.055
C 3.4889 -5.1595 -1.3065 -0.097 0.045 0.029
C 2.7306 -4.0862 -1.7544 -0.007 -0.085 0.164
Sb 0.3797 1.0560 -2.0697 -0.174 -1.245 -2.203
C 2.3914 -0.0627 -2.2652 -0.664 0.872 0.755
C 2.7752 -0.9505 -3.2538 -0.083 0.057 -0.082
C 4.0906 -1.3830 -3.3258 0.072 -0.059 -0.137
C 5.0325 -0.9241 -2.4211 0.141 -0.082 0.030
C 4.6490 -0.0475 -1.4204 0.066 0.123 0.133
C 3.3320 0.3766 -1.3430 0.230 -0.265 -0.241
C 1.3070 2.3508 -3.5450 -0.318 -0.078 0.324
C 0.6650 2.6362 -4.7381 -0.290 -0.007 -0.006
C 1.2847 3.3936 -5.7174 -0.022 0.053 -0.207
C 2.5627 3.8791 -5.5128 0.060 0.051 -0.088
C 3.2105 3.6047 -4.3205 0.177 0.103 0.031
C 2.5878 2.8415 -3.3499 0.129 0.111 0.140
H -2.2705 1.6064 -1.7589 -0.119 0.142 -0.111
H -1.6601 2.7020 -3.0244 -0.039 0.015 0.069
H -1.8812 0.7688 -4.6844 -0.044 -0.025 0.007
H -3.4191 1.2738 -3.9942 0.050 -0.005 -0.024
H -3.1908 -1.2124 -4.0038 0.034 -0.049 0.111
H -3.3311 -0.5734 -2.3446 -0.080 -0.026 -0.035
H -0.9479 -4.0875 -4.3517 -0.011 -0.140 -0.026
H -0.3472 -4.8878 -6.6064 0.005 -0.091 -0.036
H 0.6464 -3.3247 -8.2421 0.005 -0.004 -0.075
H 0.9737 -0.9543 -7.6250 0.042 0.039 -0.046
H 0.3732 -0.1668 -5.3750 0.024 -0.011 -0.066
H 1.7306 -2.2693 -1.1790 -0.030 -0.015 -0.118
H 3.5664 -4.4468 1.9993 0.085 -0.040 0.236
H 4.3825 -6.1266 0.3755 0.040 -0.067 0.102
H 3.8416 -5.8984 -2.0084 0.037 -0.093 -0.073
H 2.4710 -3.9975 -2.7988 0.015 0.108 -0.061
H 2.0610 -1.3043 -3.9870 -0.023 -0.015 -0.013
H 4.3884 -2.0725 -4.1020 0.034 -0.086 -0.136
H 6.0632 -1.2421 -2.5001 0.043 -0.045 0.009
H 5.3766 0.3124 -0.7052 0.125 0.037 0.060
H 3.0319 1.0499 -0.5510 0.019 0.153 0.082
H -0.3374 2.2710 -4.9099 -0.084 0.004 -0.036
H 0.7655 3.6072 -6.6411 -0.034 -0.011 -0.074
H 3.0545 4.4644 -6.2773 0.009 0.045 -0.029
H 4.2058 3.9893 -4.1477 0.084 0.013 0.023
H 3.1103 2.6236 -2.4291 0.114 0.018 0.000
N 2.6776 -1.0138 1.0972 -0.082 0.852 0.051
N 2.0800 -2.2576 1.4234 -0.023 -0.381 0.341
C 0.6139 -2.2592 1.2899 -1.558 0.603 -0.500
N -0.0325 -3.2285 2.0161 0.338 0.665 -0.017
N 0.0988 -1.3218 0.5321 2.998 -0.816 1.373
N -1.1506 -1.4073 0.1829 -2.926 -1.752 -0.874
O -1.6640 -0.3727 -0.3259 0.860 0.357 0.815
O -1.7487 -2.4884 0.1351 0.055 0.588 0.513
H 3.6261 -0.9771 1.4499 0.076 -0.399 -0.027
H 2.1618 -0.1862 1.4484 -0.241 -0.419 0.069
H 2.2699 -2.5737 2.3950 -0.154 0.165 -0.373
H 0.2808 -4.1847 1.8819 0.137 0.100 0.016
H -1.0372 -3.1359 1.8632 0.159 -0.193 0.086
O 1.8200 1.4817 1.9002 -0.284 3.082 -1.645
Cl -1.2861 0.8809 2.1873 -1.257 0.633 2.610
O -2.3890 1.7614 1.8348 -0.880 -0.125 0.523
O -0.6556 1.3144 3.4060 0.262 0.181 0.769
O -1.7272 -0.4886 2.3651 -0.596 -0.519 0.497
C 0.0584 4.0615 2.2366 -0.109 -0.634 0.050
C 1.1385 3.6589 1.2202 1.106 1.399 -0.120
C 2.5259 4.0963 1.6941 -0.145 -0.162 0.086
C 0.7980 4.2611 -0.1435 -0.046 -0.349 0.070
N 1.1669 2.2127 1.0578 -0.629 -3.909 2.923
H 0.0826 5.1362 2.3966 0.177 0.090 -0.152
H 0.2185 3.5500 3.1824 -0.013 0.041 0.034
H -0.9288 3.7834 1.8666 0.008 0.018 0.071
H 2.5617 5.1725 1.8390 -0.040 0.065 -0.044
H 3.2764 3.8044 0.9611 0.115 0.054 -0.044
H 2.7485 3.5961 2.6333 0.103 0.101 0.061
H 0.7634 5.3428 -0.0676 0.001 0.141 0.055
H -0.1786 3.8967 -0.4704 0.026 0.078 -0.051
H 1.5439 3.9838 -0.8860 0.032 0.025 -0.119
```
Forces are in eV/Å.

## Properties
LUMO level (spin up / spin down) in eV: -1.41 / -2.17
E_HOMO (spin up / spin down) in eV: -6.3 / -6.0
DFT total energy in eV: -83645.37854
Frontier orbital gap (spin up / spin down) in eV: 4.92 / 3.81

(3)
A 8-piece molecular cluster, C32H40F24O16 overall. Source: the OMol25 dataset; level of theory: ωB97M-V/def2-TZVPD.

Structure (XYZ):
```
112
Properties=species:S:1:pos:R:3:forces:R:3
C 5.7283 -4.5771 -1.8001 -0.730 3.854 1.012
C 5.9162 -3.9458 -0.4395 0.914 0.380 1.316
O 4.8477 -4.3574 0.4711 -0.194 0.590 0.473
C 4.8269 -3.7773 1.6656 5.137 4.951 0.803
O 5.6484 -2.8392 2.0822 -4.339 -5.219 -2.139
C 3.6507 -4.3041 2.4298 -1.382 7.843 2.619
F 3.4931 -5.5007 2.3521 -1.127 -5.519 -0.196
F 3.6490 -3.8836 3.8066 0.234 -1.040 -2.941
F 2.5458 -3.5793 1.8555 1.422 -1.506 0.890
H 4.7911 -4.3025 -2.2649 -0.302 -0.119 0.014
H 5.8191 -5.5531 -1.5926 0.330 -3.817 -0.295
H 6.5098 -4.1276 -2.3679 0.767 -0.274 -0.797
H 6.0267 -2.8420 -0.4035 -0.322 -0.670 -0.109
H 6.8151 -4.3807 0.0622 -0.345 0.548 -0.645
C -1.1922 -3.3115 0.3572 2.882 0.825 -0.210
C -2.3604 -4.0045 0.9596 3.039 -1.832 3.422
O -3.4826 -3.5586 0.4204 -4.376 1.671 -2.646
C -4.6781 -4.0143 0.7636 -0.396 -0.973 4.490
O -4.9480 -4.5882 1.8622 0.977 2.184 -4.737
C -5.7499 -3.7674 -0.3518 -0.002 -0.371 1.325
F -5.2261 -3.2744 -1.5095 -1.264 0.183 1.679
F -6.1438 -5.0107 -0.5893 -0.768 -0.244 -0.757
F -6.8373 -3.0859 0.1958 2.044 -0.514 -1.718
H -0.9779 -3.4705 -0.7571 -0.298 -0.316 1.613
H -0.2282 -3.6129 1.0732 -2.338 1.020 -2.237
H -1.4070 -2.1984 0.4186 0.597 -1.148 0.260
H -2.2591 -3.6282 2.0617 -0.629 -1.498 -1.393
H -2.3798 -5.1295 0.7980 0.568 1.142 0.907
C 2.5774 1.6924 -3.7209 1.010 9.354 -5.474
C 3.8573 2.4423 -3.2881 -1.803 -2.655 1.867
O 3.5478 3.7859 -2.7647 -0.243 -1.437 -0.689
C 4.4962 4.4010 -2.0924 3.273 -0.226 0.031
O 5.6584 4.0026 -1.9793 -2.811 0.963 0.053
C 4.0155 5.8411 -1.5806 2.043 -3.488 1.773
F 3.6009 6.5045 -2.5906 -0.523 1.875 -1.296
F 3.0232 5.6638 -0.6976 0.175 0.541 0.004
F 5.0959 6.4056 -0.9537 -1.600 -0.001 -0.815
H 2.4401 1.8753 -4.9014 -0.531 0.141 2.536
H 1.7630 1.9588 -3.1511 -1.983 1.264 0.984
H 2.5638 0.7643 -3.7236 1.146 -8.851 0.628
H 4.6511 2.3115 -3.9916 0.482 0.987 -0.427
H 4.0195 1.6669 -2.5164 1.311 1.498 0.903
C 2.1066 -2.2774 -1.3194 2.880 3.870 -3.713
C 2.3357 -0.9233 -0.6060 1.667 -0.733 -1.730
O 1.1213 -0.2683 -0.8127 -1.222 2.163 -0.508
C 0.9814 1.0209 -0.5063 1.271 0.011 1.202
O 1.8089 1.7505 -0.0127 -0.906 -0.824 -0.896
C -0.4584 1.4829 -0.7399 -0.900 2.688 -0.553
F -1.1020 1.6300 0.4895 0.624 -0.893 -2.623
F -0.4227 2.7979 -1.2865 -0.034 -2.837 0.994
F -1.1110 0.6959 -1.6654 0.499 1.128 2.198
H 1.1947 -2.6513 -1.2602 -4.481 -0.983 0.185
H 2.6217 -2.8621 -0.7684 3.637 -4.576 4.092
H 2.5582 -2.5969 -2.3291 -0.799 1.681 0.932
H 3.3165 -0.3999 -0.8679 -1.602 -0.072 -0.651
H 2.5206 -0.9998 0.4331 -0.352 -0.692 1.386
C -4.1948 0.0545 1.3184 -2.924 -6.323 5.825
C -3.5195 -0.4988 2.6672 -0.564 1.247 -1.013
O -2.1290 -0.4308 2.4890 4.064 0.288 2.249
C -1.3091 -0.4705 3.6544 -0.583 -0.637 -0.792
O -1.6146 -0.5789 4.8065 -0.781 0.347 -1.185
C 0.2262 -0.5758 3.3650 3.847 1.632 -0.525
F 0.5782 -1.8121 2.9366 -0.732 1.261 0.581
F 0.7225 0.3428 2.4101 -1.507 -1.723 1.491
F 1.0643 -0.2795 4.5098 -2.771 -0.947 -2.454
H -4.0968 -0.4954 0.4686 0.592 -1.620 -2.234
H -3.8802 0.9421 1.3070 2.466 7.167 -0.842
H -5.2388 0.0537 1.6728 -0.008 0.170 -0.765
H -3.7090 -1.4524 3.0679 -0.888 -1.739 -0.352
H -3.8021 0.1201 3.5107 -0.153 0.731 -0.052
C -4.2817 3.5003 2.5045 6.380 2.371 -0.748
C -5.0428 3.6316 1.3125 -2.202 -4.134 -3.359
O -4.1581 3.8146 0.1796 -0.847 2.391 -2.728
C -4.7832 4.1019 -1.0918 -3.115 -2.769 3.800
O -6.0012 3.8650 -1.2593 4.972 1.468 -0.126
C -3.7205 4.6593 -2.0699 -1.103 -3.147 -1.997
F -2.5483 3.9575 -2.1425 -1.527 0.607 0.398
F -4.3089 4.6283 -3.2895 0.364 -0.510 -0.051
F -3.4964 5.8700 -1.8254 1.169 3.354 1.284
H -3.7413 4.5300 2.6154 -1.396 -1.341 0.872
H -3.2872 2.9414 2.3015 -1.924 -0.081 0.553
H -4.8795 3.1536 3.2690 -0.765 -0.518 2.043
H -5.8586 4.3399 1.4726 0.098 0.116 -0.922
H -5.4429 2.5495 1.0199 -0.233 2.276 0.933
C -3.0719 1.1456 -4.0550 -4.533 4.699 1.648
C -4.5021 0.7035 -3.3270 2.257 -2.475 -0.374
O -5.5736 0.7893 -4.3045 -0.168 0.328 -0.863
C -6.7202 0.0825 -4.3068 1.625 -1.849 5.955
O -7.1048 -0.5712 -3.3252 0.928 1.497 -2.599
C -7.4916 0.1398 -5.5685 -0.435 -0.956 0.713
F -8.7556 -0.3259 -5.2273 1.722 0.867 -1.831
F -7.4843 1.3873 -5.9681 -1.006 0.507 -0.963
F -6.8634 -0.6294 -6.4913 -1.196 0.274 0.241
H -2.2997 1.1780 -3.3469 0.734 0.024 1.119
H -3.1827 2.3247 -4.4764 0.118 -3.347 1.115
H -2.7883 0.5572 -4.8144 0.634 -2.273 -2.900
H -4.5995 1.3327 -2.4528 -0.768 0.453 -0.118
H -4.4626 -0.4060 -2.8742 -0.035 2.299 -1.299
C 6.7334 -0.2431 5.8884 2.320 -1.887 -2.540
C 5.7622 -0.5598 4.7830 -2.545 -0.184 -0.176
O 5.6932 0.6123 3.8866 -1.120 0.054 -0.375
C 4.7069 0.6360 2.9733 -0.412 -4.722 0.350
O 4.0352 -0.3706 2.6711 1.506 3.130 0.569
C 4.4474 1.9773 2.3440 -0.445 3.383 2.224
F 5.3299 2.9451 2.8264 -0.947 -1.303 -0.336
F 4.4816 2.0795 1.0640 0.190 -0.772 -1.511
F 3.1897 2.3753 2.7535 1.166 -0.521 -0.216
H 7.7200 0.2864 5.6154 -0.669 -2.034 -0.979
H 6.8724 -1.1884 6.4143 0.389 0.448 0.388
H 6.5846 0.5625 6.4521 -2.578 2.755 3.132
H 4.6597 -0.8988 5.0904 2.051 1.526 -0.035
H 5.9582 -1.4731 4.2399 0.963 0.115 -0.619
```
Forces are in eV/Å.

## Properties
LUMO level in eV: 0.11
SMILES string: CCOC(=O)C(F)(F)F.CCOC(=O)C(F)(F)F.CCOC(=O)C(F)(F)F.CCOC(=O)C(F)(F)F.CCOC(=O)C(F)(F)F.CCOC(=O)C(F)(F)F.CCOC(=O)C(F)(F)F.CCOC(=O)C(F)(F)F
E_HOMO in eV: -10.9
DFT total energy in eV: -131802.36994
Energy relative to the best compared isomer or geometry (same formula, charge and spin) in kcal per mole: 300.9
Frontier orbital gap in eV: 11.02